DFT (ωB97M-V/def2-TZVPD) results for a 7-piece molecular cluster, C42H72F9NO11 overall.

Geometry (Å):
1 H -6.427 -4.742 -3.053
2 F 0.813 -1.631 4.417
3 H -6.971 -5.937 -5.122
4 C 6.920 8.034 1.676
5 H 7.136 7.050 1.255
6 C -4.880 -6.148 -7.640
7 O 1.170 -6.829 6.811
8 H 7.902 9.559 0.453
9 H -8.902 -5.954 -3.658
10 C -4.741 -5.404 -9.879
11 C 1.943 1.067 0.471
12 H 3.972 1.186 2.970
13 H -4.383 -7.450 -9.288
14 H 4.128 8.898 1.135
15 H -7.716 2.710 0.381
16 H -6.243 4.176 1.582
17 H 5.210 -2.981 -0.095
18 C -5.476 -0.351 -2.192
19 H -3.781 0.823 -0.357
20 H 1.230 -4.422 4.559
21 H 7.650 8.240 2.466
22 C -8.841 -5.105 -4.347
23 H -6.164 2.063 -0.163
24 O -6.699 5.311 -0.080
25 O -9.078 -3.903 -3.607
26 F -0.139 1.636 -0.393
27 O -4.432 0.147 -3.031
28 H -7.249 5.624 -2.044
29 C -0.329 0.677 1.688
30 C 6.914 9.138 0.628
31 C 4.212 3.744 3.284
32 H -0.226 -6.129 5.470
33 H 5.477 10.804 0.499
34 H 3.598 -5.727 4.871
35 F -1.515 -0.802 3.083
36 H -4.370 -5.370 -7.062
37 N 6.100 -1.188 0.683
38 H -6.083 -1.061 -2.754
39 C 4.327 5.267 3.015
40 C 7.627 -0.754 2.640
41 C 4.886 1.443 2.451
42 H -2.679 1.084 -2.470
43 C -6.793 2.952 -0.150
44 C 0.619 -0.405 3.884
45 H -7.753 -2.842 -2.433
46 F 0.117 -1.686 1.970
47 F 0.276 -0.484 -0.311
48 H 4.392 3.086 1.226
49 O 7.025 -2.934 1.917
50 H 5.642 -1.757 -1.271
51 H 6.958 3.069 2.821
52 F 0.006 0.363 4.789
53 H -4.525 -2.013 -1.196
54 H 3.332 5.697 3.008
55 F 1.824 0.111 3.586
56 C -7.447 -4.975 -4.945
57 O 4.492 -1.124 2.410
58 H 2.520 2.342 3.445
59 H -7.490 -4.442 -5.895
60 C 2.500 -6.966 6.305
61 H -8.535 5.043 -0.970
62 H -6.111 0.493 -1.899
63 H 5.737 1.223 3.084
64 C -7.116 3.496 -1.538
65 H 2.694 -8.017 6.088
66 H 6.407 10.727 2.000
67 H -5.865 -3.595 -4.274
68 H -3.060 -6.371 -8.833
69 H -7.901 -2.297 -4.116
70 H 2.167 3.856 2.652
71 H 7.007 -0.404 3.452
72 H -6.791 -6.128 -9.921
73 H -4.644 -5.656 -10.933
74 C 2.587 -6.079 5.071
75 H 2.399 -0.117 -1.307
76 O -6.172 -5.662 -8.013
77 C -3.193 0.135 -2.316
78 C -7.474 4.942 -1.224
79 H 2.002 2.099 0.164
80 C -4.798 -0.977 -0.982
81 C 2.885 0.270 -0.424
82 C -4.141 -6.444 -8.937
83 C 5.919 10.127 1.228
84 C 4.897 9.191 1.859
85 C 5.955 -2.234 -0.349
86 C 0.474 0.665 0.358
87 H 2.086 -4.246 6.094
88 C -3.542 -0.119 -0.856
89 H -9.618 -5.218 -5.104
90 C 6.888 -1.728 1.763
91 H 4.773 3.567 4.199
92 F -1.622 0.874 1.370
93 H -2.736 -0.599 -0.308
94 F 0.076 1.749 2.405
95 H -5.427 -0.969 -0.093
96 H -5.036 4.155 0.283
97 H -6.227 3.455 -2.172
98 H 6.533 8.755 -0.322
99 O 5.614 8.019 2.257
100 C 0.521 -5.730 6.165
101 C 2.737 3.404 3.452
102 H 4.405 9.623 2.730
103 C 1.608 -4.965 5.424
104 C 6.353 3.361 1.968
105 H -4.998 -7.028 -7.007
106 O 2.661 -1.400 1.257
107 H 4.869 5.785 3.792
108 H 8.001 0.062 2.032
109 C 3.427 -1.987 2.202
110 H 6.469 4.430 1.852
111 C 3.596 -0.895 0.246
112 O 5.008 0.794 1.190
113 C -6.741 -4.121 -3.895
114 H -2.566 -0.669 -2.719
115 C 4.900 2.950 2.181
116 C -7.856 -3.178 -3.466
117 C -6.190 -5.366 -9.413
118 H 2.235 -6.620 4.190
119 H 8.472 -1.288 3.042
120 H 3.202 -6.638 7.080
121 C -6.110 4.146 0.500
122 O 3.233 -3.035 2.761
123 H 6.898 -2.714 -0.534
124 H 6.744 2.910 1.066
125 H -4.267 -4.434 -9.715
126 C 4.827 -0.593 1.140
127 H 3.633 0.960 -0.792
128 C -0.268 -0.582 2.610
129 H 0.007 -5.125 6.914
130 H 3.669 -1.720 -0.443
131 H -7.919 2.962 -2.045
132 H 2.401 3.794 4.403
133 H 4.750 5.483 2.047
134 H -6.661 -4.395 -9.567
135 H 2.277 1.049 1.496

For the relative energy (zero: lowest compared OMol25 entry of this formula, charge and spin), the calculation gives 17.01 kcal/mol. As for the charge: 0. As for the total energy: -3424.635425 Ha. Its highest occupied orbital energy is -9.166 eV. The value obtained for the orbital gap is 0.3528 hartree. Its SMILES is CC(=O)N(C)[C@]1(OC[C@H](C)C(C)C)OC(=O)O[C@H]1CCC(F)(F)C(F)(F)C(F)(F)C(F)(F)F.C1CCOC1.C1CCOC1.C1CCOC1.C1CCOC1.C1CCOC1.C1CCOC1.